The following is a DFT calculation (ωB97M-V/def2-TZVPD) of C56H135InN9O20 as an isolated structure in a non-equilibrium geometry.

The geometry in XYZ format:
```
221
Properties=species:S:1:pos:R:3:forces:R:3:mulliken_charge:R:1
In 2.484 3.451 -0.518 -0.5315 0.4079 -0.1716 0.910
C 1.527 -1.387 -0.929 0.3948 1.1783 -0.2978 0.929
C 1.389 0.021 -0.792 -1.0282 0.7113 0.3343 -0.435
C 0.229 0.573 0.072 0.7359 -1.5818 -0.0154 0.188
O 0.329 1.705 0.447 -0.1758 1.2882 0.5847 0.403
C -0.835 -0.342 0.401 1.0539 1.3193 -0.6795 0.037
C -0.726 -1.721 0.084 -0.8740 0.1270 0.3194 -0.129
C 0.523 -2.284 -0.492 0.2589 -0.0960 -0.0725 -0.332
O 0.663 -3.459 -0.658 -0.0865 -1.6514 -0.0381 -0.822
O -1.694 -2.402 0.283 -0.9328 -1.3309 0.1742 -0.344
O 2.119 0.857 -1.275 0.7831 -0.0585 -0.3354 0.092
H 2.424 -1.753 -1.415 0.0240 -0.2115 0.1781 0.271
H -1.775 0.050 0.775 -0.0159 -0.1847 0.1016 0.145
C -4.320 2.891 6.308 -0.0775 -0.5193 -0.4112 -1.620
C -4.520 1.640 5.441 -0.4861 0.1414 0.9651 1.494
C -3.203 0.933 5.198 0.0112 0.8012 -0.2813 0.074
O -3.473 -0.187 4.373 0.5504 -0.0275 -0.1219 -0.362
C -2.298 -0.855 3.966 0.6444 0.1203 -0.1567 -0.232
N -5.532 0.746 6.082 1.1630 -0.1732 -0.0210 -0.804
H -5.252 3.453 6.354 -0.0052 0.0258 0.0860 0.366
H -3.553 3.521 5.855 0.0674 0.0892 0.2170 0.191
H -4.041 2.599 7.322 0.1441 0.1355 0.0069 0.549
H -4.907 1.981 4.478 -0.0478 -0.3108 -0.0243 -0.522
H -2.688 0.706 6.146 -0.2442 -0.4765 -0.0747 0.472
H -2.539 1.650 4.684 -0.0093 -0.2219 -0.1683 -0.564
H -2.455 -1.454 3.065 -0.5036 -0.1719 0.2564 -0.067
H -1.894 -1.486 4.766 -0.0679 -0.0586 -0.0433 0.493
H -1.494 -0.151 3.679 -0.1896 0.1388 0.2326 0.030
H -5.330 0.747 7.086 -0.2439 0.2631 -0.1425 0.311
H -5.227 -0.198 5.829 -0.5699 0.0775 -0.2492 0.303
C -2.243 5.419 -0.323 -0.8944 -0.2800 0.2422 -1.444
C -1.085 4.441 -0.487 0.4216 0.9521 0.0800 3.049
C -1.232 3.556 -1.702 -0.5156 0.0698 -0.1464 -1.163
O -0.054 2.840 -1.958 0.2572 0.4218 0.0066 1.372
C -0.145 1.943 -3.040 0.4122 -0.2807 0.2790 -1.156
N 0.165 5.230 -0.575 -0.0448 0.1147 0.0925 0.035
H -3.220 4.922 -0.251 0.0994 -0.0221 -0.1112 0.136
H -2.312 6.162 -1.122 0.1697 -0.2336 -0.2150 0.534
H -2.155 5.995 0.600 0.2239 -0.1107 -0.0042 0.197
H -1.009 3.805 0.395 0.1081 0.0762 0.0372 -1.698
H -1.501 4.184 -2.567 0.0414 -0.0826 -0.0926 0.442
H -2.061 2.854 -1.548 -0.1224 0.1427 -0.0612 -0.781
H 0.879 1.659 -3.258 -0.0686 -0.0640 -0.2015 -0.104
H -0.598 2.381 -3.932 -0.1310 0.0918 0.0617 0.649
H -0.704 1.040 -2.758 -0.1878 0.0396 -0.0863 -0.279
H 0.069 5.876 -1.362 0.1172 -0.3998 -0.1028 0.255
H 0.169 5.882 0.211 0.3176 -0.3559 0.2644 0.028
C -0.373 4.222 4.449 -0.3359 1.7121 0.7276 -2.240
C 0.103 4.806 3.109 1.0089 -2.6845 0.0682 2.610
C 0.915 6.068 3.272 -0.7604 0.0389 0.9875 -0.821
O 1.214 6.638 2.036 -0.1315 0.3968 -0.3005 -0.087
C 1.797 7.914 2.186 0.2815 0.2736 -0.1366 -0.785
N 1.010 3.751 2.499 0.2251 0.5164 0.0469 0.084
H -0.999 3.341 4.349 0.0871 -0.1569 -0.2293 0.445
H -0.956 4.971 5.012 -0.1018 -0.1935 -0.2720 0.324
H 0.466 4.035 5.126 0.1533 -0.3118 -0.2918 0.555
H -0.736 4.864 2.415 0.0308 0.5565 0.0767 -0.960
H 1.816 5.859 3.867 0.2337 -0.2365 -0.2467 0.276
H 0.338 6.760 3.904 -0.0208 -0.0103 -0.3228 -0.007
H 1.844 8.395 1.210 0.0836 -0.1943 -0.0581 0.276
H 2.811 7.826 2.594 -0.0194 0.0519 -0.0162 0.329
H 1.223 8.588 2.835 -0.1367 -0.2733 0.0839 0.164
H 0.544 2.862 2.348 -0.3458 0.2234 -0.1192 -0.632
H 1.698 3.520 3.214 0.0741 0.2258 -0.0626 0.340
C 2.090 5.253 -5.621 -0.5794 0.4501 -0.7688 -1.858
C 1.980 4.357 -4.388 -0.5880 0.1735 -0.8220 1.019
C 3.058 3.284 -4.505 -0.4186 0.4696 0.2784 -0.990
O 3.216 2.532 -3.319 0.3981 0.2822 -0.1679 0.018
C 4.331 1.677 -3.496 -0.1151 -0.6041 0.5116 -0.873
N 1.982 5.163 -3.157 0.6573 -0.3030 -0.2736 -0.225
H 1.301 6.014 -5.685 -0.0072 -0.0718 0.5730 0.450
H 1.915 4.732 -6.571 0.5369 -0.2963 0.1562 0.353
H 3.028 5.814 -5.658 0.1224 -0.2625 -0.0411 0.454
H 1.019 3.846 -4.488 -0.0488 0.0787 0.4829 -0.490
H 3.988 3.783 -4.810 0.2019 -0.2361 0.1878 0.734
H 2.741 2.597 -5.298 0.1825 0.1303 -0.1583 0.053
H 4.130 0.969 -4.308 0.2588 0.2600 -0.2588 0.344
H 4.481 1.066 -2.605 -0.1765 0.2574 0.1437 0.066
H 5.251 2.244 -3.653 -0.0054 0.0146 -0.2416 0.372
H 2.785 5.791 -3.231 -0.0764 -0.0943 0.2326 0.277
H 1.178 5.780 -3.219 -0.0023 -0.0766 0.1100 0.323
C 5.062 -1.224 -0.871 0.1541 -0.1124 0.4085 0.062
C 6.511 -0.922 -0.522 0.1466 -0.0080 -0.5303 -0.097
C 7.423 -2.151 -0.459 0.7476 0.3601 0.5837 -1.084
O 7.076 -3.146 0.486 -0.3598 0.0018 -0.4670 -0.321
C 6.917 -2.704 1.827 -0.2488 -0.8368 -0.5721 -0.390
N 6.988 0.019 -1.546 0.2291 -0.1110 -0.5196 -0.639
H 5.001 -1.606 -1.892 0.0469 0.0330 0.0558 0.270
H 4.490 -0.298 -0.793 -0.1074 -0.0411 -0.1038 -0.608
H 4.633 -1.974 -0.201 0.0463 -0.0338 -0.0381 0.558
H 6.542 -0.404 0.436 0.0370 0.0769 0.0841 0.431
H 8.444 -1.782 -0.240 -0.1722 0.0482 0.1406 0.422
H 7.540 -2.608 -1.446 -0.4851 -0.2650 0.1003 0.314
H 6.565 -3.586 2.363 0.2334 0.0098 0.1118 0.247
H 6.102 -1.983 1.904 0.2697 0.4285 0.1573 0.007
H 7.875 -2.383 2.240 -0.1424 0.3660 0.1232 0.306
H 6.852 -0.414 -2.461 -0.1723 0.0993 0.1254 0.231
H 7.994 0.172 -1.526 -0.1158 0.0321 0.4657 0.303
C -3.864 0.449 -1.489 0.1305 -0.6571 0.5980 0.165
C -4.935 1.504 -1.426 0.1278 1.0892 -0.8424 -0.103
O -4.634 2.532 -2.401 0.2364 -0.4655 -0.0431 -0.602
H -3.825 -0.131 -2.410 -0.2330 0.3252 -0.2424 0.503
H -4.083 -0.290 -0.709 0.1274 0.0510 0.0513 -0.024
H -2.855 0.833 -1.312 -0.1143 0.1948 0.0149 -0.562
H -4.962 2.032 -0.465 -0.1329 -0.6454 0.1640 -0.127
H -5.905 1.055 -1.672 0.0418 0.0909 0.3015 0.472
H -5.161 3.314 -2.220 -0.1507 -0.0373 0.0392 0.317
C -1.551 -1.834 -3.905 0.0868 0.0630 -0.0846 -0.394
C -0.852 -3.188 -3.735 -0.1419 0.6874 -0.3151 0.395
O -1.591 -4.060 -2.903 0.4982 0.1603 -0.2744 -0.534
H -2.583 -1.969 -4.234 -0.0168 0.0169 -0.0467 0.550
H -1.048 -1.178 -4.624 0.0192 -0.1972 -0.0543 0.264
H -1.575 -1.272 -2.967 -0.0625 -0.1562 0.1465 -0.368
H 0.126 -2.992 -3.294 -0.0361 -0.4232 0.3274 -0.752
H -0.642 -3.625 -4.720 -0.1644 -0.0931 0.0216 0.363
H -2.410 -4.267 -3.367 0.0023 -0.1009 0.1732 0.307
C 2.268 -0.268 3.072 -0.1404 -0.8947 0.0737 -0.661
C 3.508 0.195 2.332 0.4293 0.4367 1.1915 0.200
O 3.347 1.531 1.868 -0.0420 -0.2167 -0.8839 -0.516
H 1.462 -0.611 2.420 -0.0440 0.3230 -0.2309 -0.142
H 1.880 0.513 3.726 0.0422 0.0728 -0.0126 0.315
H 2.474 -1.146 3.693 0.1780 0.1387 0.0477 0.526
H 3.836 -0.470 1.534 -0.4270 0.2270 -0.3996 -0.449
H 4.361 0.198 3.021 -0.0686 -0.1613 0.1270 0.458
H 3.379 2.125 2.621 0.0412 -0.0029 0.0501 0.249
C -1.368 9.013 4.335 -0.2463 -0.2993 0.0424 -0.967
O -1.693 7.711 3.897 0.2634 -0.3039 -0.1745 -0.158
C -2.974 7.544 3.341 -0.2836 0.0267 0.3190 -0.990
C -3.270 6.050 3.245 0.6873 0.9767 0.8055 0.860
N -4.672 5.865 2.919 0.4203 -0.1796 -0.4592 -0.386
C -5.131 4.517 3.155 -0.0606 -0.6315 0.3664 -0.817
C -4.492 3.481 2.245 -0.3218 -0.4617 -0.3959 -0.892
O -3.104 3.353 2.521 0.3041 0.0853 0.1611 1.517
C -2.556 2.269 1.811 -0.1987 -0.1772 0.2620 -1.182
H -0.377 8.930 4.775 0.0186 0.1632 0.0854 0.274
H -2.086 9.326 5.102 0.0955 0.2060 -0.0481 0.345
H -1.339 9.741 3.518 -0.1036 -0.0205 -0.0188 0.335
H -3.034 7.992 2.341 -0.0779 0.1487 0.1025 0.388
H -3.717 8.016 4.006 -0.0040 0.0967 -0.2002 0.491
H -3.012 5.587 4.211 -0.0633 0.0659 0.0239 0.029
H -2.531 5.657 2.550 -0.6916 -0.3076 -0.2705 -0.869
H -5.207 6.505 3.493 -0.0940 -0.0086 -0.0514 0.402
H -6.221 4.501 3.128 -0.0377 -0.1302 -0.6588 0.465
H -4.945 4.142 4.169 0.3959 0.3179 0.1576 0.180
H -4.629 3.680 1.172 0.0028 0.3745 0.0958 0.025
H -4.940 2.488 2.402 -0.2527 0.1669 0.1705 0.620
H -2.967 1.325 2.198 -0.2788 -0.0310 -0.2793 0.567
H -1.478 2.193 1.948 -0.0487 0.4607 0.1223 -0.197
H -2.761 2.402 0.742 0.0085 -0.3232 -0.1045 -0.045
C -4.224 -3.261 -1.605 0.4210 0.9119 -0.9848 -0.708
O -3.927 -4.466 -0.969 -0.6755 0.0924 -0.0758 0.049
C -5.157 -5.158 -0.749 1.0637 -0.0371 0.8732 -0.553
C -4.925 -6.548 -0.175 -0.7549 -0.4082 0.0401 -1.161
N -4.035 -6.683 0.974 0.2101 0.2457 -0.1748 -0.320
C -4.501 -5.919 2.119 -0.8222 -0.2722 0.5911 -1.128
C -3.810 -4.589 2.334 -0.4529 0.4554 -1.1436 0.448
O -2.445 -4.746 2.631 -0.0530 0.7179 0.4651 0.290
C -2.253 -4.908 4.009 0.9173 -0.5333 0.4434 -0.731
H -4.979 -2.601 -1.156 -0.2387 -0.5464 0.4603 0.477
H -4.541 -3.421 -2.649 -0.2536 -0.1558 0.0377 0.496
H -3.345 -2.629 -1.697 0.3711 -0.3184 0.2961 -0.312
H -5.696 -5.238 -1.696 -0.2778 -0.0159 0.1082 0.496
H -5.713 -4.571 -0.007 -0.3483 0.0298 -0.2857 0.322
H -4.652 -7.245 -0.965 0.4203 0.0542 0.0227 0.484
H -5.919 -6.885 0.170 -0.2569 0.1312 -0.3769 0.489
H -4.084 -7.660 1.230 0.3265 -0.0360 -0.0656 0.307
H -4.411 -6.513 3.034 0.2950 -0.0958 -0.1070 0.504
H -5.597 -5.780 2.040 0.0965 0.3453 0.0601 0.419
H -4.350 -3.962 3.057 0.1422 -0.3357 0.4280 0.328
H -3.887 -4.002 1.413 0.3663 -0.2009 -0.1142 -0.546
H -2.646 -5.877 4.339 -0.3078 0.2480 0.2765 0.246
H -2.601 -4.073 4.628 -0.6039 -0.0585 -0.1888 0.270
H -1.186 -4.951 4.235 0.0476 -0.1121 -0.4488 0.078
C 0.671 -7.282 -3.734 -0.6160 -0.3043 0.1150 -0.674
O 1.112 -6.826 -2.481 0.0614 -0.1692 -0.3369 0.126
C 1.992 -7.744 -1.895 0.7005 0.4348 0.2239 -0.634
C 2.650 -7.099 -0.684 -0.3310 -0.6315 -0.4384 -0.733
N 1.701 -6.889 0.396 0.6484 -0.0429 1.2776 -0.102
C 2.361 -6.157 1.500 -0.2967 0.1878 -0.8728 -0.321
C 1.417 -5.966 2.686 1.5215 0.0269 -0.2588 -0.952
O 0.440 -4.994 2.399 -0.4514 -0.2557 -0.1044 0.022
C 0.830 -3.740 2.875 0.6707 -0.0531 0.1375 -0.652
H -0.171 -6.659 -4.024 0.0448 0.1573 -0.1181 0.056
H 0.290 -8.311 -3.653 0.0465 0.0282 -0.0497 0.390
H 1.437 -7.273 -4.520 0.1031 0.1656 0.1798 0.165
H 2.808 -8.008 -2.587 -0.2186 -0.0287 0.0113 0.194
H 1.491 -8.684 -1.627 -0.1811 0.0433 0.0733 0.448
H 3.070 -6.139 -0.985 -0.0599 0.0796 -0.0587 0.213
H 3.492 -7.764 -0.426 0.0592 0.1526 0.2820 0.403
H 1.520 -7.788 0.847 -0.3524 -0.0517 -0.6116 0.270
H 2.635 -5.169 1.111 0.0388 -0.0145 0.0781 -0.145
H 3.302 -6.668 1.767 -0.1124 0.1279 0.3771 0.497
H 2.046 -5.631 3.524 -0.1493 -0.0491 0.1362 0.451
H 1.037 -6.949 2.974 -0.7279 0.2526 -0.0628 0.419
H 1.841 -3.484 2.515 0.0336 -0.0246 0.1592 0.445
H 0.839 -3.774 3.972 0.0898 0.3846 0.0253 0.658
H 0.191 -2.928 2.533 -0.5139 -0.3499 -0.0688 -0.484
C 0.609 1.441 -6.526 -0.5337 0.4169 -1.0566 -1.106
O 1.073 0.731 -5.424 0.4581 -0.4044 -0.0095 0.453
C 1.720 -0.485 -5.805 -0.6423 0.1923 0.0402 -1.409
C 2.110 -1.208 -4.531 0.1967 -0.3568 -0.3360 2.248
N 2.645 -2.532 -4.834 0.3607 0.2094 0.5409 -0.437
C 3.275 -3.149 -3.648 -0.4260 0.0008 -0.8020 1.606
C 4.244 -4.257 -4.050 0.0991 -0.0659 1.2117 -1.336
O 3.557 -5.487 -3.924 -0.1256 0.0992 -0.1119 -0.047
C 4.306 -6.596 -4.329 0.3530 -0.4182 -0.6054 -1.062
H 1.331 1.560 -7.346 0.3531 -0.1196 0.3050 0.370
H 0.314 2.448 -6.231 -0.0164 -0.0550 0.2487 0.268
H -0.258 0.968 -7.005 -0.0779 -0.1148 0.2370 0.289
H 2.579 -0.255 -6.449 0.0692 -0.1448 0.1845 0.419
H 1.020 -1.096 -6.399 0.0936 0.0101 0.0730 0.415
H 1.247 -1.246 -3.845 -0.0230 0.2111 -0.0200 -0.890
H 2.902 -0.633 -4.047 -0.1090 -0.0559 0.1326 -0.876
H 1.919 -3.173 -5.134 -0.0876 0.2146 -0.1782 0.369
H 2.489 -3.554 -2.995 0.2626 -0.3086 0.1570 -0.026
H 3.787 -2.383 -3.064 0.0945 0.0652 -0.3719 -1.150
H 5.080 -4.231 -3.326 0.0027 -0.1881 -0.2189 0.318
H 4.664 -4.117 -5.052 -0.2269 0.0913 -0.0357 0.384
H 5.202 -6.782 -3.724 -0.0400 0.2485 0.1322 0.361
H 4.621 -6.504 -5.378 0.0557 0.0858 0.0596 0.371
H 3.685 -7.490 -4.271 -0.0684 0.1911 0.0432 0.307
```
Forces are in eV/Å.

Frontier orbital gap, eV: 3.239
Multiplicity: 1
Net charge: +1
LUMO energy, eV: -6.572
E, Eh: -4401.7417